Entry from the OMol25 dataset: a structure of composition C57H56Cl4N5O3RbSb2 (ωB97M-V with the def2-TZVPD basis set).

Properties
Energy relative to the best compared isomer or geometry (same formula, charge and spin) in kcal/mol: 7.96
Net charge: -2
Lowest unoccupied orbital energy in eV: 3.50
Multiplicity: 1
Highest occupied orbital energy in eV: -1.42
HOMO-LUMO gap in eV: 4.919

CARTESIAN COORDINATES (ANGSTROEM)
Rb  0.079  -0.020  0.048
Cl  -0.367  3.186  -6.070
C  -0.469  1.890  -4.911
C  0.085  0.662  -5.192
Cl  0.901  0.382  -6.704
C  -0.015  -0.368  -4.238
Cl  0.613  -1.953  -4.601
C  -0.630  -0.203  -2.996
O  -0.739  -1.168  -2.137
C  -1.191  1.114  -2.672
O  -1.756  1.304  -1.538
C  -1.107  2.096  -3.676
Cl  -1.845  3.643  -3.341
C  -1.548  -5.635  2.865
C  -2.032  -4.363  2.597
C  -1.157  -3.341  2.252
C  0.211  -3.580  2.213
C  0.698  -4.858  2.482
C  -0.180  -5.879  2.798
N  1.050  -2.467  1.899
N  2.208  -2.609  2.322
C  3.124  -1.535  2.118
C  4.450  -1.943  2.326
C  5.473  -1.018  2.249
C  5.139  0.306  1.969
C  3.810  0.666  1.767
C  2.711  -0.216  1.850
H  -2.234  -6.435  3.115
H  -3.093  -4.161  2.643
H  -1.528  -2.347  2.028
H  1.765  -5.027  2.431
H  0.201  -6.876  2.992
H  4.650  -2.989  2.544
H  6.505  -1.313  2.400
H  5.923  1.057  1.908
H  3.617  1.715  1.534
C  -5.276  0.649  -1.045
C  -4.542  0.540  -2.389
C  -3.934  -0.818  -2.759
Sb  -2.966  -1.952  -1.204
C  -2.264  -3.593  -2.398
C  -0.981  -4.092  -2.193
C  -0.513  -5.172  -2.928
C  -1.319  -5.759  -3.894
C  -2.597  -5.266  -4.113
C  -3.067  -4.197  -3.360
C  -4.793  -3.178  -0.825
C  -6.083  -2.940  -1.300
C  -7.157  -3.754  -0.952
C  -6.964  -4.842  -0.114
C  -5.685  -5.116  0.354
C  -4.624  -4.296  -0.004
Sb  -4.003  0.875  0.711
C  -4.866  -0.679  1.946
C  -4.140  -1.041  3.080
C  -4.630  -1.994  3.966
C  -5.844  -2.617  3.717
C  -6.574  -2.270  2.588
C  -6.091  -1.300  1.720
C  -5.245  2.386  1.678
C  -6.591  2.626  1.416
C  -7.296  3.603  2.109
C  -6.662  4.356  3.088
C  -5.324  4.122  3.372
C  -4.626  3.146  2.671
H  -5.982  -0.169  -0.891
H  -5.861  1.574  -1.049
H  -3.754  1.290  -2.406
H  -5.254  0.809  -3.181
H  -3.173  -0.683  -3.530
H  -4.693  -1.485  -3.176
H  -0.327  -3.609  -1.477
H  0.491  -5.543  -2.758
H  -0.948  -6.592  -4.481
H  -3.231  -5.714  -4.870
H  -4.077  -3.837  -3.524
H  -6.270  -2.102  -1.963
H  -8.148  -3.535  -1.338
H  -7.798  -5.477  0.163
H  -5.513  -5.972  0.998
H  -3.630  -4.541  0.356
H  -3.183  -0.569  3.278
H  -4.048  -2.262  4.841
H  -6.217  -3.377  4.395
H  -7.514  -2.764  2.374
H  -6.682  -1.044  0.849
H  -7.108  2.041  0.662
H  -8.343  3.775  1.886
H  -7.210  5.119  3.628
H  -4.821  4.701  4.138
H  -3.579  2.971  2.900
O  1.109  2.758  0.007
C  0.452  3.631  0.540
C  -0.954  3.419  1.058
C  -2.003  4.257  0.320
C  -2.120  5.704  0.785
C  -0.869  6.549  0.573
C  0.353  6.025  1.322
N  0.992  4.875  0.716
H  -0.975  3.619  2.136
H  -1.203  2.369  0.914
H  -2.972  3.779  0.465
H  -1.805  4.200  -0.752
H  -2.373  5.714  1.854
H  -2.961  6.177  0.270
H  -1.066  7.570  0.917
H  -0.628  6.606  -0.493
H  0.074  5.801  2.359
H  1.112  6.808  1.369
H  1.909  4.981  0.314
N  -0.951  0.632  3.129
C  -0.118  0.113  3.743
N  0.841  -0.446  4.471
C  1.848  0.487  4.989
C  3.088  -0.270  5.436
C  2.732  -1.414  6.380
C  1.711  -2.342  5.727
C  0.464  -1.570  5.325
H  1.425  1.062  5.827
H  2.097  1.160  4.170
H  3.765  0.437  5.921
H  3.597  -0.659  4.552
H  2.312  -1.012  7.312
H  3.631  -1.972  6.651
H  1.420  -3.146  6.409
H  2.143  -2.799  4.833
H  -0.061  -1.209  6.225
H  -0.223  -2.203  4.763

Here are the Mulliken charges for atoms 1 to 8, given in e: -0.0013 -0.2787 0.4365 0.2421 -0.2764 0.5125 -0.2717 -1.5060